1.
Density functional theory data (ωB97M-V/def2-TZVPD) for 19 unconnected molecules or ions with the total composition C26H16Cl72N.

Summary:
**Total charge**: +1
**Orbital gap**: 8.550 eV
**Electronic energy**: -930312.7512 eV

Bonds (Å) are listed after each position.
Cartesian coordinates (Å):
1 C 4.548 5.808 -1.581  C2 1.527, H10 1.066, H11 1.063, H12 1.065
2 C 5.335 4.802 -0.743  C1 1.527, C3 1.519, H13 1.065, H14 1.066
3 C 4.790 3.384 -0.774  C2 1.519, C4 1.521, C5 1.547, H15 1.074
4 C 3.499 3.260 0.020  C3 1.521, H16 1.061, H17 1.069, H18 1.055
5 C 4.614 2.787 -2.190  C3 1.547, C6 1.495, C9 1.514, H19 1.067
6 C 5.322 1.481 -2.021  C5 1.495, N7 1.244, H20 1.076
7 N 6.504 1.608 -2.384  C6 1.244, C8 1.457, H21 0.997
8 C 6.818 2.932 -2.906  N7 1.457, C9 1.512, H22 1.065, H23 1.057
9 C 5.427 3.328 -3.347  C5 1.514, C8 1.512, H24 1.071, H25 1.058
10 H 3.806 6.270 -0.971  C1 1.066
11 H 5.221 6.579 -1.870  C1 1.063
12 H 4.047 5.387 -2.420  C1 1.065
13 H 6.380 4.831 -0.946  C2 1.065
14 H 5.252 5.126 0.270  C2 1.066
15 H 5.496 2.762 -0.257  C3 1.074
16 H 2.642 3.301 -0.603  C4 1.061
17 H 3.536 2.322 0.531  C4 1.069
18 H 3.500 4.009 0.763  C4 1.055
19 H 3.592 2.554 -2.387  C5 1.067
20 H 4.862 0.604 -1.599  C6 1.076
21 H 7.168 0.866 -2.334  N7 0.997
22 H 7.364 2.734 -3.799  C8 1.065
23 H 7.341 3.592 -2.266  C8 1.057
24 H 5.181 2.709 -4.186  C9 1.071
25 H 5.253 4.309 -3.704  C9 1.058
26 C -3.172 4.814 -1.624  Cl27 1.768, Cl28 1.766, Cl29 1.761, Cl30 1.774
27 Cl -2.821 5.700 -3.114  C26 1.768
28 Cl -2.738 5.807 -0.230  C26 1.766
29 Cl -4.894 4.457 -1.538  C26 1.761
30 Cl -2.276 3.283 -1.616  C26 1.774
31 C 3.449 -1.158 1.357  Cl32 1.784, Cl33 1.759, Cl34 1.778, Cl35 1.760
32 Cl 4.025 -0.574 -0.228  C31 1.784
33 Cl 4.497 -0.497 2.606  C31 1.759
34 Cl 1.760 -0.685 1.644  C31 1.778
35 Cl 3.584 -2.913 1.371  C31 1.760
36 C -2.867 -0.717 -0.753  Cl37 1.768, Cl38 1.788, Cl39 1.773, Cl40 1.766
37 Cl -2.564 -0.727 -2.495  C36 1.768
38 Cl -1.296 -0.655 0.098  C36 1.788
39 Cl -3.984 0.602 -0.358  C36 1.773
40 Cl -3.692 -2.207 -0.288  C36 1.766
41 C 1.563 -6.721 -0.176  Cl42 1.767, Cl43 1.764, Cl44 1.771, Cl45 1.762
42 Cl 1.052 -6.344 -1.825  C41 1.767
43 Cl 2.794 -7.983 -0.216  C41 1.764
44 Cl 2.261 -5.273 0.565  C41 1.771
45 Cl 0.187 -7.274 0.775  C41 1.762
46 C 6.734 -7.625 -2.308  Cl47 1.766, Cl48 1.767, Cl49 1.765, Cl50 1.768
47 Cl 5.133 -6.884 -2.222  C46 1.766
48 Cl 7.133 -8.341 -0.742  C46 1.767
49 Cl 6.737 -8.881 -3.548  C46 1.765
50 Cl 7.930 -6.388 -2.711  C46 1.768
51 C -1.623 -9.109 3.881  Cl52 1.764, Cl53 1.766, Cl54 1.762, Cl55 1.770
52 Cl -2.479 -9.745 2.476  C51 1.764
53 Cl -2.204 -9.900 5.348  C51 1.766
54 Cl 0.102 -9.419 3.697  C51 1.762
55 Cl -1.897 -7.364 3.996  C51 1.770
56 C -6.994 -4.728 -0.736  Cl57 1.767, Cl58 1.767, Cl59 1.765, Cl60 1.772
57 Cl -6.941 -3.693 -2.167  C56 1.767
58 Cl -8.458 -4.367 0.185  C56 1.767
59 Cl -6.998 -6.420 -1.238  C56 1.765
60 Cl -5.559 -4.416 0.256  C56 1.772
61 C 8.043 -2.427 1.168  Cl62 1.764, Cl63 1.764, Cl64 1.763, Cl65 1.778
62 Cl 7.381 -3.979 0.653  C61 1.764
63 Cl 7.311 -1.947 2.700  C61 1.764
64 Cl 9.790 -2.564 1.359  C61 1.763
65 Cl 7.682 -1.198 -0.065  C61 1.778
66 C 9.787 5.536 -4.274  Cl67 1.771, Cl68 1.760, Cl69 1.763, Cl70 1.773
67 Cl 10.278 4.075 -3.402  C66 1.771
68 Cl 10.928 6.832 -3.936  C66 1.760
69 Cl 9.756 5.205 -6.006  C66 1.763
70 Cl 8.167 6.023 -3.741  C66 1.773
71 C -0.738 -12.749 0.458  Cl72 1.766, Cl73 1.766, Cl74 1.766, Cl75 1.767
72 Cl -0.647 -13.182 2.168  C71 1.766
73 Cl -0.182 -11.086 0.246  C71 1.766
74 Cl 0.285 -13.839 -0.483  C71 1.766
75 Cl -2.410 -12.882 -0.096  C71 1.767
76 C -8.744 6.056 -0.704  Cl77 1.771, Cl78 1.761, Cl79 1.770, Cl80 1.767
77 Cl -9.109 7.073 -2.108  C76 1.771
78 Cl -10.178 5.912 0.309  C76 1.761
79 Cl -8.257 4.450 -1.263  C76 1.770
80 Cl -7.425 6.766 0.234  C76 1.767
81 C -7.835 -6.666 3.594  Cl82 1.764, Cl83 1.766, Cl84 1.764, Cl85 1.766
82 Cl -8.256 -7.462 2.076  C81 1.764
83 Cl -8.796 -7.358 4.904  C81 1.766
84 Cl -6.120 -6.908 3.927  C81 1.764
85 Cl -8.161 -4.934 3.476  C81 1.766
86 C 8.303 -1.531 6.846  Cl87 1.769, Cl88 1.763, Cl89 1.766, Cl90 1.766
87 Cl 7.134 -0.344 6.249  C86 1.769
88 Cl 8.593 -1.255 8.564  C86 1.763
89 Cl 7.659 -3.157 6.607  C86 1.766
90 Cl 9.818 -1.360 5.954  C86 1.766
91 C -12.671 2.795 1.415  Cl92 1.767, Cl93 1.766, Cl94 1.766, Cl95 1.767
92 Cl -13.461 4.375 1.418  C91 1.767
93 Cl -13.751 1.598 0.694  C91 1.766
94 Cl -11.181 2.893 0.473  C91 1.766
95 Cl -12.291 2.324 3.074  C91 1.767
96 C 9.750 -3.730 -5.687  Cl97 1.764, Cl98 1.770, Cl99 1.765, Cl100 1.767
97 Cl 9.319 -5.348 -6.241  C96 1.764
98 Cl 8.987 -3.425 -4.120  C96 1.770
99 Cl 11.503 -3.609 -5.519  C96 1.765
100 Cl 9.185 -2.533 -6.858  C96 1.767
101 C -4.447 2.649 3.510  Cl102 1.768, Cl103 1.766, Cl104 1.764, Cl105 1.767
102 Cl -3.996 3.423 1.986  C101 1.768
103 Cl -3.821 3.600 4.860  C101 1.766
104 Cl -6.205 2.552 3.620  C101 1.764
105 Cl -3.760 1.021 3.565  C101 1.767
106 C -7.380 11.140 -0.255  Cl107 1.766, Cl108 1.765, Cl109 1.768, Cl110 1.768
107 Cl -8.193 12.707 -0.298  C106 1.766
108 Cl -8.432 9.902 -0.943  C106 1.765
109 Cl -5.884 11.227 -1.195  C106 1.768
110 Cl -6.997 10.719 1.419  C106 1.768
111 C -16.664 6.723 2.651  Cl112 1.767, Cl113 1.767, Cl114 1.765, Cl115 1.766
112 Cl -16.354 6.851 0.916  C111 1.767
113 Cl -15.218 7.211 3.542  C111 1.767
114 Cl -18.010 7.779 3.088  C111 1.765
115 Cl -17.068 5.052 3.055  C111 1.766

Results of the Löwdin charge analysis, in e, for atoms 1 through 99: C -0.06; C -0.19; C -0.32; C -0.02; C -0.20; C -0.02; N 0.14; C -0.12; C -0.09; H 0.08; H 0.07; H 0.06; H 0.09; H 0.11; H 0.13; H 0.08; H 0.06; H 0.08; H 0.15; H 0.00; H 0.16; H 0.12; H 0.08; H 0.13; H 0.11; C -2.05; Cl 0.53; Cl 0.52; Cl 0.50; Cl 0.49; C -1.97; Cl 0.59; Cl 0.53; Cl 0.55; Cl 0.51; C -2.01; Cl 0.53; Cl 0.48; Cl 0.50; Cl 0.48; C -2.03; Cl 0.54; Cl 0.51; Cl 0.47; Cl 0.52; C -2.05; Cl 0.49; Cl 0.53; Cl 0.54; Cl 0.49; C -2.06; Cl 0.50; Cl 0.54; Cl 0.51; Cl 0.51; C -2.03; Cl 0.53; Cl 0.51; Cl 0.53; Cl 0.48; C -2.04; Cl 0.54; Cl 0.49; Cl 0.55; Cl 0.48; C -2.05; Cl 0.53; Cl 0.56; Cl 0.54; Cl 0.53; C -2.06; Cl 0.52; Cl 0.48; Cl 0.53; Cl 0.52; C -2.02; Cl 0.51; Cl 0.51; Cl 0.50; Cl 0.51; C -2.06; Cl 0.51; Cl 0.53; Cl 0.51; Cl 0.50; C -2.07; Cl 0.50; Cl 0.54; Cl 0.52; Cl 0.52; C -2.05; Cl 0.50; Cl 0.53; Cl 0.49; Cl 0.53; C -2.06; Cl 0.53; Cl 0.48; Cl 0.53

2.
Density functional theory data (ωB97M-V/def2-TZVPD) for 8 unconnected molecules or ions with the total composition C26H17B3N5O26.

Summary:
**Total charge**: -3
**Orbital gap**: 6.531 eV
**Electronic energy**: -89965.3820 eV

Bonds (Å) are listed after each position.
Cartesian coordinates (Å):
1 O -19.225 -5.476 -2.272  C2 1.266
2 C -18.846 -6.073 -3.322  O1 1.266, O3 1.272, C6 1.557
3 O -19.137 -7.228 -3.770  C2 1.272, B4 1.465
4 B -18.439 -7.420 -5.044  O3 1.465, O5 1.515, O8 1.445, O12 1.429
5 O -17.635 -6.170 -5.332  B4 1.515, C6 1.325
6 C -17.767 -5.429 -4.241  C2 1.557, O5 1.325, O7 1.210
7 O -17.065 -4.488 -3.947  C6 1.210
8 O -19.332 -7.630 -6.161  B4 1.445, C9 1.294
9 C -18.887 -8.604 -6.887  O8 1.294, O10 1.243, C11 1.553
10 O -19.244 -9.041 -7.994  C9 1.243
11 C -17.837 -9.333 -6.003  C9 1.553, O12 1.339, O13 1.223
12 O -17.616 -8.582 -4.917  B4 1.429, C11 1.339
13 O -17.363 -10.423 -6.289  C11 1.223
14 O -12.614 -14.879 4.914  C15 1.202
15 C -12.345 -15.757 4.139  O14 1.202, O16 1.253, C19 1.568
16 O -11.897 -15.688 2.971  C15 1.253, B17 1.466
17 B -11.876 -17.008 2.333  O16 1.466, O18 1.465, O21 1.450, O25 1.416
18 O -12.358 -17.899 3.391  B17 1.465, C19 1.323
19 C -12.497 -17.265 4.543  C15 1.568, O18 1.323, O20 1.239
20 O -12.645 -17.705 5.693  C19 1.239
21 O -10.540 -17.361 1.896  B17 1.450, C22 1.337
22 C -10.540 -17.952 0.696  O21 1.337, O23 1.224, C24 1.556
23 O -9.586 -18.380 0.059  C22 1.224
24 C -11.983 -17.751 0.150  C22 1.556, O25 1.330, O26 1.288
25 O -12.573 -17.031 1.100  B17 1.416, C24 1.330
26 O -12.471 -17.934 -1.027  C24 1.288
27 O -8.156 -11.827 -4.260  C28 1.271
28 C -9.082 -11.186 -3.672  O27 1.271, O29 1.338, C32 1.590
29 O -9.045 -9.894 -3.326  C28 1.338, B30 1.480
30 B -10.343 -9.473 -2.751  O29 1.480, O31 1.516, O34 1.510, O38 1.479
31 O -11.270 -10.661 -2.911  B30 1.516, C32 1.316
32 C -10.559 -11.679 -3.349  C28 1.590, O31 1.316, O33 1.225
33 O -10.969 -12.771 -3.723  C32 1.225
34 O -10.842 -8.226 -3.439  B30 1.510, C35 1.226
35 C -11.155 -7.405 -2.584  O34 1.226, O36 1.234, C37 1.569
36 O -11.606 -6.265 -2.724  C35 1.234
37 C -10.734 -7.961 -1.179  C35 1.569, O38 1.261, O39 1.261
38 O -10.277 -9.128 -1.314  B30 1.479, C37 1.261
39 O -11.067 -7.400 -0.099  C37 1.261
40 C -2.220 -11.254 -1.876  C41 1.439, H43 1.090, H44 1.090, H45 1.090
41 C -0.790 -11.294 -1.720  C40 1.439, N42 1.158
42 N 0.363 -11.306 -1.608  C41 1.158
43 H -2.553 -12.097 -1.271  C40 1.090
44 H -2.567 -11.542 -2.868  C40 1.090
45 H -2.666 -10.328 -1.512  C40 1.090
46 C -6.152 -17.592 -6.835  C47 1.445, H49 1.090, H50 1.090, H51 1.090
47 C -7.517 -17.371 -7.254  C46 1.445, N48 1.167
48 N -8.623 -17.139 -7.545  C47 1.167
49 H -6.083 -18.564 -6.348  C46 1.090
50 H -5.761 -16.913 -6.077  C46 1.090
51 H -5.344 -17.511 -7.562  C46 1.090
52 C -4.067 -11.854 -8.941  C53 1.449, H55 1.090, H56 1.090, H57 1.090
53 C -4.021 -10.488 -8.460  C52 1.449, N54 1.129
54 N -3.937 -9.458 -8.005  C53 1.129
55 H -3.416 -12.054 -9.792  C52 1.090
56 H -5.135 -12.033 -9.071  C52 1.090
57 H -3.889 -12.414 -8.023  C52 1.090
58 C -14.880 -3.391 3.267  C59 1.478, H61 1.090, H62 1.090, H63 1.090
59 C -13.994 -2.616 2.374  C58 1.478, N60 1.190
60 N -13.302 -2.001 1.627  C59 1.190
61 H -15.050 -2.892 4.220  C58 1.090
62 H -14.434 -4.379 3.379  C58 1.090
63 H -15.813 -3.325 2.706  C58 1.090
64 C -8.070 -5.999 7.712  C65 1.432, C69 1.377, H73 1.080
65 C -7.081 -5.019 8.045  C64 1.432, C66 1.441, H74 1.080
66 C -6.871 -3.853 7.225  C65 1.441, C67 1.419, H75 1.080
67 C -7.778 -3.690 6.146  C66 1.419, C68 1.437, N70 1.503
68 C -8.741 -4.709 5.832  C67 1.437, C69 1.361, H76 1.080
69 C -8.885 -5.810 6.619  C64 1.377, C68 1.361, H77 1.080
70 N -7.547 -2.586 5.152  C67 1.503, O71 1.235, O72 1.222
71 O -6.702 -1.732 5.437  N70 1.235
72 O -8.257 -2.496 4.162  N70 1.222
73 H -8.166 -6.986 8.140  C64 1.080
74 H -6.363 -5.070 8.850  C65 1.080
75 H -6.108 -3.132 7.482  C66 1.080
76 H -9.404 -4.631 4.984  C68 1.080
77 H -9.701 -6.490 6.423  C69 1.080

Atom-resolved charges from Löwdin, all expressed in e: O 0.06; C -0.37; O 0.27; B -0.93; O 0.22; C -0.39; O 0.13; O 0.26; C -0.37; O 0.09; C -0.34; O 0.26; O 0.13; O 0.13; C -0.46; O 0.28; B -0.95; O 0.23; C -0.34; O 0.08; O 0.23; C -0.34; O 0.11; C -0.27; O 0.25; O 0.06; O 0.05; C -0.30; O 0.21; B -0.76; O 0.22; C -0.37; O 0.12; O 0.27; C -0.46; O 0.10; C -0.39; O 0.26; O 0.06; C -0.07; C -0.30; N 0.11; H 0.09; H 0.09; H 0.09; C -0.10; C -0.27; N 0.14; H 0.08; H 0.08; H 0.07; C -0.07; C -0.32; N 0.13; H 0.08; H 0.09; H 0.08; C -0.08; C -0.27; N 0.11; H 0.07; H 0.08; H 0.08; C -0.07; C -0.05; C 0.00; C -0.10; C 0.00; C -0.10; N -0.34; O 0.04; O 0.09; H 0.10; H 0.09; H 0.10; H 0.12; H 0.12